47
Properties=species:S:1:pos:R:3:mulliken_charge:R:1 method="wB97M-V/def2-TZVPD" smiles="CC(=O)c1cccc(NC(=O)c2cccc(S(=O)(=O)N3CCOCC3)c2)c1" relative_energy_kj_mol=187.5 total_energy_ha=-1619.92540 homo_ev=-9.00 charge=0 molar_mass_g_mol=388.44
C -6.20 -0.39 -2.27 -1.360
C -6.51 0.19 -0.92 0.915
O -7.61 0.62 -0.64 -0.591
C -5.40 0.23 0.08 0.016
C -5.65 0.83 1.31 -0.734
C -4.66 0.90 2.27 -0.676
C -3.41 0.37 2.03 -0.634
C -3.14 -0.24 0.80 0.319
N -1.90 -0.81 0.49 -0.079
C -0.74 -0.77 1.21 0.520
O -0.60 -0.19 2.26 -0.646
C 0.39 -1.50 0.55 0.262
C 0.22 -2.65 -0.23 -0.456
C 1.31 -3.28 -0.80 -0.906
C 2.59 -2.77 -0.61 -0.280
C 2.75 -1.65 0.18 -0.226
S 4.40 -0.99 0.47 1.340
O 4.72 -1.09 1.86 -0.725
O 5.29 -1.58 -0.49 -0.706
N 4.11 0.63 0.13 0.142
C 4.99 1.57 0.80 -0.554
C 4.43 2.98 0.57 -0.626
O 4.33 3.27 -0.80 -0.379
C 3.50 2.34 -1.46 -0.696
C 4.02 0.91 -1.29 -0.510
C 1.68 -1.02 0.77 -0.301
C -4.14 -0.31 -0.17 -0.105
H -5.38 0.15 -2.74 0.377
H -5.92 -1.44 -2.18 0.363
H -7.09 -0.31 -2.90 0.353
H -6.64 1.24 1.49 0.468
H -4.86 1.36 3.22 0.386
H -2.63 0.42 2.77 0.529
H -1.86 -1.25 -0.42 0.128
H -0.77 -3.07 -0.36 0.528
H 1.17 -4.17 -1.39 0.415
H 3.46 -3.23 -1.05 0.507
H 5.01 1.31 1.85 0.403
H 6.01 1.51 0.39 0.318
H 5.10 3.73 0.99 0.354
H 3.44 3.05 1.04 0.321
H 3.50 2.63 -2.51 0.345
H 2.48 2.40 -1.06 0.322
H 3.33 0.19 -1.73 0.404
H 5.00 0.80 -1.78 0.303
H 1.83 -0.15 1.39 0.497
H -3.92 -0.78 -1.11 0.351

47
Properties=species:S:1:pos:R:3:mulliken_charge:R:1 method="wB97M-V/def2-TZVPD" smiles="CCN1C(=O)c2ccccc2S(=O)(=O)c2ccc(C(=O)NCCOC)cc21" relative_energy_kj_mol=185.9 total_energy_ha=-1619.92602 homo_ev=-9.32 charge=0 molar_mass_g_mol=388.44
C -2.92 1.63 0.35 -0.997
C -2.73 0.37 1.17 -0.814
N -1.39 0.34 1.76 0.236
C -1.30 0.40 3.12 0.684
O -2.28 0.37 3.83 -0.650
C 0.06 0.39 3.75 0.392
C 0.34 -0.57 4.72 -0.977
C 1.54 -0.54 5.41 -0.597
C 2.47 0.46 5.16 -0.559
C 2.19 1.43 4.21 -0.516
C 0.99 1.39 3.53 0.482
S 0.66 2.54 2.20 1.370
O -0.65 3.11 2.32 -0.635
O 1.77 3.42 2.02 -0.764
C 0.67 1.32 0.88 0.149
C 1.70 1.33 -0.04 -0.862
C 1.75 0.37 -1.03 -0.782
C 0.77 -0.61 -1.09 0.397
C 0.76 -1.70 -2.11 0.152
O 0.36 -2.82 -1.87 -0.659
N 1.24 -1.34 -3.33 -0.140
C 1.22 -2.25 -4.45 -0.834
C -0.17 -2.37 -5.11 -0.457
O -0.60 -1.19 -5.75 -0.401
C -1.39 -0.34 -4.96 -0.534
C -0.25 -0.63 -0.14 -0.635
C -0.32 0.34 0.86 0.041
H -2.31 1.60 -0.55 0.228
H -3.96 1.73 0.06 0.434
H -2.63 2.50 0.94 0.263
H -3.43 0.35 2.01 0.510
H -2.89 -0.53 0.57 0.344
H -0.39 -1.34 4.92 0.503
H 1.75 -1.30 6.15 0.403
H 3.40 0.49 5.70 0.408
H 2.88 2.23 3.99 0.538
H 2.44 2.11 0.05 0.593
H 2.57 0.37 -1.74 0.571
H 1.44 -0.37 -3.52 0.335
H 1.50 -3.24 -4.08 0.344
H 1.94 -1.90 -5.19 0.422
H -0.10 -3.14 -5.89 0.350
H -0.90 -2.70 -4.35 0.353
H -1.76 0.44 -5.63 0.272
H -2.25 -0.87 -4.53 0.291
H -0.83 0.13 -4.15 0.160
H -0.97 -1.43 -0.19 0.588

46
Properties=species:S:1:pos:R:3:mulliken_spin:R:1 method="wB97M-V/def2-TZVPD" s_squared=3.791 relative_energy_kj_mol=0.0 total_energy_ha=-1182.03320 homo_ev="-22.49 / -22.89" multiplicity=4 charge=+4 molar_mass_g_mol=522.60
N -0.25 2.16 -0.05 0.030
C 0.16 3.24 -0.17 0.013
C 0.60 4.61 -0.23 0.000
H -0.26 5.29 -0.29 0.001
H 1.24 4.76 -1.10 0.001
H 1.17 4.85 0.68 0.000
N 2.52 -1.65 -0.84 -0.150
C 3.49 -2.28 -0.90 0.247
C 4.70 -3.07 -0.96 -0.019
H 5.38 -2.61 -1.71 0.014
H 4.45 -4.09 -1.27 0.018
H 5.20 -3.09 0.02 0.008
N -2.07 -0.65 -0.05 0.031
C -2.90 -1.46 -0.17 0.013
C -3.98 -2.42 -0.22 0.000
H -3.78 -3.24 0.48 0.000
H -4.08 -2.82 -1.24 0.001
H -4.93 -1.94 0.06 0.001
Re 0.98 -0.63 -0.64 1.520
C 0.39 -1.89 0.68 -0.053
O 0.07 -2.71 1.46 0.073
C 1.89 0.40 0.68 -0.058
O 2.51 1.03 1.46 0.076
C 1.04 1.00 -2.64 0.006
C -0.36 1.06 -2.54 0.080
C -1.11 -0.11 -2.54 0.076
C -0.49 -1.36 -2.63 0.008
C 0.87 -1.40 -3.03 0.017
C 1.64 -0.22 -3.03 0.017
H 1.65 1.89 -2.47 0.000
H -0.86 2.01 -2.46 0.002
H -2.19 -0.04 -2.46 0.002
H -1.05 -2.28 -2.47 -0.001
H 1.31 -2.36 -3.31 -0.003
H 2.69 -0.23 -3.30 -0.004
C -2.15 1.40 4.23 -0.009
C -1.06 2.13 3.72 0.224
C -0.22 1.51 2.77 0.274
N -0.42 0.27 2.33 -0.057
C -1.47 -0.40 2.77 0.271
C -2.37 0.11 3.72 0.225
H -2.83 1.85 4.95 0.005
H -0.85 3.16 4.01 0.002
H 0.60 2.09 2.34 0.048
H -1.66 -1.39 2.34 0.050
H -3.23 -0.50 4.02 0.002